Run w
Computed, not measured: a 2-piece molecular cluster, H3OP overall, with ωB97M-V/def2-TZVPD.

LUMO level ... -0.006 Eh
Kohn-Sham gap ... 9.0 eV
Charge ... 0

Geometry (Å):
O1 -1.1749 -0.1070 -0.1831
P1 0.4927 -0.4017 -0.0375
H1 -1.5570 -0.7412 0.3157
H2 0.6729 0.3386 -1.3582
H3 1.5662 0.9114 1.2631

=====

Run x
Computed, not measured: an isolated molecule of H3OP, with ωB97M-V/def2-TZVPD.

LUMO level ... 0.024 Eh
Kohn-Sham gap ... 10.2 eV
Charge ... 0
Structure (SMILES) ... OP

Geometry (Å):
O1 1.0930 0.2684 -0.0660
P1 -0.5655 0.3997 -0.0049
H1 1.4651 0.7641 0.6995
H2 -0.6585 -0.8030 -0.7193
H3 -1.0093 -0.5323 1.1738

=====

Most stable structure: run x

=====

Run w
Computed, not measured: C5H13NO2 as an isolated structure, with ωB97M-V/def2-TZVPD.

LUMO level ... 0.033 Eh
Kohn-Sham gap ... 10.4 eV
Charge ... 0

Geometry (Å):
C1 -2.0313 0.5729 -0.0502
C2 0.3567 0.2327 -0.0361
C3 1.4364 0.8904 0.8211
C4 0.5898 -1.2541 -0.2799
C5 2.7987 0.9619 0.1343
N1 -2.8711 -1.0966 -0.1975
O1 -0.8847 0.4254 0.6793
O2 -2.0176 0.7452 -1.3240
H1 -2.6765 -0.6794 -1.2499
H2 -2.7470 1.1172 0.5829
H3 0.2784 0.7515 -0.9962
H4 -2.3957 -1.9356 0.1275
H5 -3.8406 -1.0633 0.1036
H6 1.0957 1.9004 1.0602
H7 1.5175 0.3484 1.7673
H8 -0.2158 -1.6666 -0.8861
H9 1.5273 -1.4141 -0.8108
H10 0.6307 -1.7902 0.6707
H11 2.7241 1.4684 -0.8295
H12 3.5073 1.5157 0.7504
H13 3.2179 -0.0300 -0.0370

=====

Run x
Computed, not measured: a 2-piece molecular cluster, C5H13NO2 overall, with ωB97M-V/def2-TZVPD.

LUMO level ... 0.027 Eh
Kohn-Sham gap ... 9.8 eV
Charge ... 0
Structure (SMILES) ... C=C(N)CCCO.O

Geometry (Å):
C1 1.5117 -0.7124 -0.6536
C2 0.5994 -1.1827 0.2131
N1 1.0376 -1.5699 1.5167
C3 -0.8584 -1.3717 -0.1552
C4 -1.6425 -0.0161 0.1263
C5 -1.0087 1.2976 -0.7229
O1 -0.7911 0.9247 -1.9938
H1 1.1828 -0.5913 -1.6943
H2 2.6182 -0.3324 -0.4762
H3 0.3305 -2.1802 1.9646
H4 1.1277 -0.8141 2.0936
H5 -1.0209 -1.7288 -1.2132
H6 -1.4818 -2.0798 0.3258
H7 -2.5290 -0.0483 -0.4687
H8 -1.9012 0.3134 1.1117
H9 -0.0635 1.6142 -0.1963
H10 -1.6644 2.2712 -0.9633
H11 -0.2853 0.0841 -2.2288
O2 1.3543 2.2812 1.3678
H12 2.0982 2.5048 0.7869
H13 1.3867 1.3367 1.2597

=====

Run y
Computed, not measured: a 2-piece molecular cluster, C5H13NO2 overall, with ωB97M-V/def2-TZVPD.

LUMO level ... 0.024 Eh
Kohn-Sham gap ... 9.2 eV
Charge ... 0
Structure (SMILES) ... CCNC(=O)CC.O

Geometry (Å):
C1 -1.5906 0.4403 2.1826
C2 -0.5683 0.3043 0.9765
N1 -1.2783 -0.3560 -0.1226
C3 -0.6128 -1.4105 -0.8671
O1 -1.4114 -1.9466 -1.5774
C4 0.8277 -1.7858 -0.9312
C5 1.8676 -0.8443 -1.3282
H1 -1.2427 1.1465 2.9603
H2 -1.5711 -0.4852 2.5890
H3 -2.5632 0.8517 1.9503
H4 0.3052 -0.2620 1.1855
H5 -0.2829 1.3131 0.6123
H6 -2.2470 -0.0590 -0.1193
H7 1.0464 -2.6200 -1.7513
H8 1.1284 -2.3431 -0.0105
H9 2.7511 -1.3000 -1.6197
H10 1.6881 -0.1064 -2.1410
H11 2.3789 -0.2729 -0.4973
O2 0.3549 3.0180 -0.3142
H12 0.9322 2.9428 -1.0598
H13 0.0877 3.7750 -0.1170

=====

Most stable structure: run w

=====

Run w
Computed, not measured: a 2-piece molecular cluster, C5H13NO2 overall, with ωB97M-V/def2-TZVPD.

LUMO level ... 0.021 Eh
Kohn-Sham gap ... 9.3 eV
Charge ... 0
Structure (SMILES) ... C=CCCNCO.O

Geometry (Å):
C1 -0.5865 2.4617 -2.1915
C2 -0.4103 1.6795 -1.1357
C3 0.4280 0.4600 -1.0731
C4 1.3156 0.4083 0.1927
N1 1.3358 -0.8438 0.9175
C5 0.1101 -1.1873 1.6356
O1 0.1015 -0.5390 2.8857
H1 -1.3637 3.2130 -2.2342
H2 0.0329 2.3446 -3.0747
H3 -0.9878 1.9334 -0.2497
H4 0.8995 0.0557 -1.9709
H5 -0.2506 -0.3698 -0.9461
H6 0.8822 1.1147 0.8891
H7 2.3268 0.7056 -0.0594
H8 1.7707 -1.6762 0.5648
H9 -0.7538 -0.9513 1.0138
H10 0.1455 -2.2794 1.7270
H11 1.0455 -0.4296 3.0722
O2 -1.8073 -1.7236 -1.2038
H12 -2.6777 -1.7799 -0.7792
H13 -2.0955 -1.6762 -2.1265

=====

Run x
Computed, not measured: a 2-piece molecular cluster, C5H13NO2 overall, with ωB97M-V/def2-TZVPD.

LUMO level ... 0.029 Eh
Kohn-Sham gap ... 10.1 eV
Charge ... 0
Structure (SMILES) ... CC(C)N(C)C=O.O

Geometry (Å):
C1 2.4225 -0.5735 0.5897
C2 0.9818 -0.5045 1.3691
C3 0.2489 -1.7255 1.1891
N1 0.2472 0.8098 0.5232
C4 -0.1114 1.9664 1.2509
C5 -0.4977 0.4955 -0.5719
O1 -0.4660 -0.6378 -1.0777
H1 2.1871 -1.0875 -0.4918
H2 3.0142 0.2881 0.4179
H3 2.9910 -1.2540 1.2501
H4 1.0513 -0.0689 2.3779
H5 -0.4126 -1.8000 2.0288
H6 0.8562 -2.6102 1.2783
H7 -0.2450 -2.0526 0.1770
H8 0.6841 2.7045 1.2166
H9 -1.1548 2.4384 0.8956
H10 -0.3017 1.9270 2.3287
H11 -0.8973 1.3901 -1.0987
O2 -2.4516 0.2689 -2.8750
H12 -1.6807 -0.2608 -3.2519
H13 -2.7463 -0.2810 -2.1305

=====

Run y
Computed, not measured: a 3-piece molecular cluster, C5H13NO2 overall, with ωB97M-V/def2-TZVPD.

LUMO level ... 0.019 Eh
Kohn-Sham gap ... 9.5 eV
Charge ... 0
Structure (SMILES) ... [H]/N=C(C)\C=C\C.O.O

Geometry (Å):
H1 1.4203 0.3564 -2.6520
N1 0.7280 -0.2025 -2.2410
C1 0.1134 0.1877 -1.1107
C2 -0.9297 -0.4777 -0.3045
C3 0.9717 1.1708 -0.2605
C4 0.6837 2.5012 -0.1201
C5 1.4644 2.9800 1.0897
H2 -0.5202 -1.3908 0.1704
H3 -1.3061 0.2267 0.4065
H4 -1.7126 -0.9524 -0.8691
H5 1.7517 0.6879 0.3940
H6 0.0257 3.1996 -0.5657
H7 2.1543 2.4101 1.5265
H8 0.7530 2.8840 2.0187
H9 1.8417 3.9513 0.9051
O1 -1.6377 -3.2308 -1.8208
H10 -1.1890 -2.3068 -2.0187
H11 -2.4695 -2.7299 -2.2083
O2 -0.7084 -3.4106 2.3431
H12 -0.0850 -2.6360 2.4052
H13 -1.3496 -3.2179 2.9123

=====

Most stable structure: run w

=====

Run w
Computed, not measured: a 2-piece molecular cluster, C5H13NO2 overall, with ωB97M-V/def2-TZVPD.

LUMO level ... 0.026 Eh
Kohn-Sham gap ... 10.1 eV
Charge ... 0
Structure (SMILES) ... CCN(C)C(C)=O.O

Geometry (Å):
C1 -1.6798 -0.6901 -1.7846
C2 -0.9036 -0.9641 -0.4969
N1 0.0529 0.0077 0.0301
C3 0.7154 0.8583 -1.0647
C4 0.7170 -0.2876 1.1963
C5 0.2015 -1.4460 2.0894
O1 1.6586 0.4154 1.6020
H1 -1.3341 -1.3390 -2.6333
H2 -2.7590 -0.8209 -1.4667
H3 -1.3713 0.3376 -2.1662
H4 -0.2544 -1.9582 -0.6601
H5 -1.6637 -1.1884 0.2096
H6 1.8033 1.0714 -0.8449
H7 0.0721 1.7469 -1.2778
H8 0.9621 0.5114 -2.0880
H9 0.0522 -1.0621 2.9905
H10 -0.7320 -1.8423 1.8020
H11 0.9511 -2.2030 2.3765
O2 0.9499 3.2706 0.6005
H12 0.7291 2.5646 1.1857
H13 1.8325 3.0178 0.4007

=====

Run x
Computed, not measured: a 2-piece molecular cluster, C5H13NO2 overall, with ωB97M-V/def2-TZVPD.

LUMO level ... 0.006 Eh
Kohn-Sham gap ... 9.0 eV
Charge ... 0
Structure (SMILES) ... CC(C)O.CCN=O

Geometry (Å):
C1 1.7996 -1.1802 -0.7835
C2 1.0756 -0.2709 0.1949
C3 1.0198 -0.8294 1.6025
O1 1.6638 1.0156 0.2598
H1 2.8510 -1.2674 -0.5036
H2 1.3634 -2.1757 -0.7692
H3 1.7489 -0.7929 -1.8017
H4 -0.0544 -0.0086 -0.1555
H5 2.0284 -0.9613 1.9921
H6 0.5136 -1.7918 1.6135
H7 0.4728 -0.1372 2.2413
H8 1.8502 1.3161 -0.6368
C4 -1.6214 1.7126 -0.9513
C5 -1.9807 0.6371 0.0561
N1 -1.5726 -0.8899 -0.3733
O2 -1.7568 -1.7377 0.4540
H9 -0.5764 1.9994 -0.8373
H10 -2.2282 2.6039 -0.7916
H11 -1.7707 1.3454 -1.9658
H12 -3.0697 0.5137 0.0588
H13 -1.7559 0.8992 1.0966

=====

Most stable structure: run w